Entry 1:
DFT (the ωB97M-V functional and the def2-TZVPD basis) results for a cluster of 4 separate species, C9H27NO5 in total in a non-equilibrium geometry.

ORCA input file:
```
! wB97M-V def2-TZVPD RIJCOSX def2/J DEFGRID3
* xyz 0 1
C 2.35 -4.45 -0.20
O 1.21 -3.81 0.22
C 0.24 -3.65 -0.84
C -0.75 -2.66 -0.22
N -0.17 -1.39 0.30
C -1.06 -0.73 1.28
C -2.19 0.18 0.73
O -1.66 1.34 0.04
C -2.58 2.42 0.01
H 2.82 -3.90 -0.99
H 2.22 -5.49 -0.43
H 3.04 -4.45 0.64
H -0.18 -4.65 -1.03
H 0.78 -3.25 -1.70
H -1.22 -3.28 0.62
H -1.64 -2.44 -0.88
H 0.61 -1.67 0.92
H -0.42 -0.14 1.96
H -1.53 -1.49 1.96
H -2.73 0.45 1.64
H -2.89 -0.37 0.11
H -2.49 3.00 0.97
H -3.63 2.11 -0.13
H -2.28 3.11 -0.72
C 1.94 2.65 2.02
C 1.59 2.71 0.51
C 1.74 4.05 -0.09
O 2.32 1.70 -0.14
H 1.40 3.45 2.58
H 2.99 2.92 2.10
H 1.87 1.69 2.54
H 0.54 2.35 0.44
H 1.21 4.81 0.47
H 1.52 3.97 -1.16
H 2.80 4.34 -0.10
H 1.74 1.24 -0.78
O -2.42 -0.46 -2.55
H -3.28 -0.89 -2.69
H -1.84 -0.83 -3.24
O 0.30 0.53 -1.74
H 0.18 -0.12 -0.99
H -0.48 1.08 -1.44
*
```

The value obtained for the energy relative to the best compared isomer or geometry (same formula, charge and spin) is 25.6 kcal/mol.

---

Entry 2:
DFT (the ωB97M-V functional and the def2-TZVPD basis) results for a structure of composition C9H28FeN2O5 in a non-equilibrium geometry.

ORCA input file:
```
! wB97M-V def2-TZVPD RIJCOSX def2/J DEFGRID3
* xyz 3 6
Fe -0.61 -0.16 -0.32
C -0.97 1.89 -2.58
O -0.88 1.66 -1.18
H -0.07 2.03 -3.05
H -1.36 2.83 -2.75
H -1.65 1.24 -3.06
H -1.37 2.36 -0.74
C -3.29 -0.76 0.88
O -2.56 0.20 0.18
H -3.74 -0.45 1.80
H -2.80 -1.70 0.92
H -4.04 -1.02 0.25
H -3.20 0.90 0.05
C -0.19 -2.13 -1.92
O 1.17 -2.28 -2.02
N -0.64 -0.95 -2.10
N -0.79 -2.05 -0.75
H -0.28 -0.59 -3.04
H -1.70 -1.07 -2.52
H -0.38 -2.97 -0.35
H -1.76 -2.52 -1.06
C 2.54 1.69 -2.05
C 2.21 1.20 -0.65
C 1.88 2.36 0.27
O 1.48 0.19 -0.61
H 2.01 2.60 -2.20
H 2.30 1.04 -2.87
H 3.58 1.95 -2.00
H 3.16 0.84 -0.23
H 1.06 2.95 -0.26
H 2.79 2.94 0.27
H 1.70 2.15 1.30
H 2.04 -0.51 -0.93
C 0.57 -0.55 3.79
C 0.60 -1.02 2.33
C -0.11 -2.35 2.31
O 0.18 -0.16 1.54
H 1.39 0.18 3.98
H 0.68 -1.39 4.45
H -0.36 0.03 4.04
H 1.62 -1.17 2.13
H -1.14 -2.35 2.47
H 0.26 -3.12 2.94
H 0.25 -2.72 1.34
H 0.43 0.72 1.98
*
```

The value obtained for the energy relative to the best compared isomer or geometry (same formula, charge and spin) is 40.0 kcal/mol.

---

Entry 3:
DFT (the ωB97M-V functional and the def2-TZVPD basis) results for a structure of composition C9H28N6O7V in a non-equilibrium geometry.

ORCA input file:
```
! wB97M-V def2-TZVPD RIJCOSX def2/J DEFGRID3
* xyz 0 2
O 6.39 -21.34 17.14
V 5.99 -19.83 17.34
C 4.51 -17.41 19.95
C 4.78 -16.95 18.52
O 4.86 -18.02 17.64
H 3.60 -18.00 20.04
H 4.33 -16.53 20.59
H 5.35 -17.97 20.35
H 5.73 -16.40 18.54
H 3.97 -16.27 18.22
C 9.87 -17.74 17.59
C 8.38 -17.99 17.69
O 8.07 -19.35 17.58
H 10.39 -18.33 18.35
H 10.14 -16.72 17.88
H 10.36 -18.07 16.67
H 7.83 -17.32 17.01
H 8.07 -17.70 18.71
C 2.86 -21.29 17.67
O 3.84 -20.67 17.33
N 2.85 -22.52 18.28
N 1.61 -20.74 17.49
H 3.68 -23.08 18.40
H 2.02 -22.76 18.78
H 0.80 -21.21 17.86
H 1.61 -19.75 17.30
C 5.71 -18.50 14.55
O 6.04 -19.44 15.28
N 5.75 -18.63 13.19
N 5.09 -17.42 15.06
H 5.41 -17.85 12.66
H 6.28 -19.38 12.78
H 4.78 -16.66 14.49
H 5.06 -17.40 16.10
C 6.15 -20.48 20.74
O 5.95 -20.35 19.54
N 7.38 -20.74 21.25
N 5.10 -20.49 21.62
H 7.56 -20.89 22.22
H 8.14 -20.63 20.60
H 5.21 -20.63 22.60
H 4.17 -20.40 21.26
C 6.58 -24.19 19.01
C 5.81 -25.35 18.39
O 4.55 -24.93 17.88
H 7.23 -24.54 19.81
H 5.97 -23.38 19.43
H 7.18 -23.68 18.26
H 5.70 -26.15 19.12
H 6.40 -25.81 17.59
H 4.67 -24.49 17.04
*
```

The value obtained for the total energy is -2159.072711 hartree.

---

Entry 4:
DFT (the ωB97M-V functional and the def2-TZVPD basis) results for a cluster of 9 separate species, C9H28N8O17 in total in a non-equilibrium geometry.

ORCA input file:
```
! wB97M-V def2-TZVPD RIJCOSX def2/J DEFGRID3
* xyz 0 1
C 2.62 2.96 -4.32
N 3.99 2.53 -4.71
O 3.98 1.95 -5.82
O 4.88 2.46 -3.86
H 2.64 3.33 -3.30
H 2.04 2.03 -4.29
H 2.21 3.64 -5.06
C 1.17 1.41 6.84
N 0.77 0.00 6.81
O 1.55 -0.84 6.39
O -0.40 -0.24 7.25
H 1.11 1.71 5.80
H 2.25 1.39 7.04
H 0.52 2.07 7.41
C -1.26 5.53 0.25
N -0.70 6.80 -0.37
O -1.35 7.82 -0.11
O 0.36 6.76 -0.95
H -2.34 5.70 0.28
H -0.97 5.57 1.30
H -1.01 4.66 -0.35
C 1.11 -7.15 0.44
N -0.36 -7.13 0.61
O -0.95 -6.03 0.52
O -0.98 -8.19 0.82
H 1.61 -7.51 1.33
H 1.38 -6.11 0.27
H 1.38 -7.67 -0.48
C -5.03 1.85 -1.83
N -4.69 0.57 -2.54
O -3.84 -0.17 -2.01
O -5.32 0.34 -3.58
H -4.40 2.54 -2.40
H -4.67 1.92 -0.80
H -6.10 2.04 -1.92
C 0.31 -1.72 0.79
N 0.21 -0.21 0.85
O -0.56 0.29 1.65
O 0.82 0.44 0.00
H 1.40 -1.82 0.74
H -0.16 -2.16 -0.09
H -0.04 -2.26 1.67
C -5.15 -2.47 1.85
N -6.24 -3.28 1.22
O -6.30 -4.41 1.55
O -6.98 -2.68 0.47
H -5.70 -1.53 1.96
H -4.26 -2.28 1.26
H -4.96 -2.91 2.83
C 4.76 3.14 1.23
N 4.98 1.77 1.69
O 4.82 1.47 2.82
O 5.24 0.99 0.77
H 3.76 3.43 1.56
H 4.84 3.24 0.15
H 5.46 3.76 1.79
C 2.28 -2.66 -5.43
O 1.88 -3.30 -4.21
H 1.60 -1.92 -5.86
H 3.25 -2.17 -5.31
H 2.40 -3.40 -6.22
H 1.16 -3.91 -4.40
*
```

The value obtained for the total energy is -2075.980761 hartree.